Density functional theory data (ωB97M-V with the def2-TZVPD basis set) for C45H70CoN2P2Si6 as an isolated structure.

```
126
Properties=species:S:1:pos:R:3:forces:R:3
Co -0.256761 0.186406 -0.148143 -0.401 -0.310 -0.119
C 0.463210 1.840379 -2.897302 -0.007 -0.061 -0.048
Si -0.822320 2.772669 -1.923790 -0.058 0.010 0.129
C -0.556173 4.626527 -2.106731 0.033 0.086 0.019
C -2.387992 2.479363 -2.935090 -0.037 0.007 0.064
C -1.056613 2.159903 -0.127602 0.185 -0.175 -0.020
C -2.550499 2.347359 -0.013367 0.105 0.070 -0.024
C -3.086693 3.638692 0.207933 0.000 -0.080 -0.077
C -4.439270 3.865596 0.167833 -0.010 0.030 -0.003
C -5.298686 2.801670 -0.096626 -0.003 -0.025 0.002
C -4.729283 1.563875 -0.262014 -0.009 0.051 -0.032
N -3.408678 1.342566 -0.202081 -0.082 -0.025 -0.157
Si -0.303493 3.032389 1.379928 -0.038 0.082 -0.061
C 0.165813 4.854933 1.196796 0.032 0.007 0.008
C 1.215806 2.260318 2.132610 0.025 0.009 -0.005
C -1.508571 2.926227 2.831220 -0.031 -0.005 0.056
H 0.395963 2.152318 -3.944578 0.034 0.027 0.000
H 0.270976 0.760918 -2.869699 -0.060 0.037 0.004
H 1.484103 1.990722 -2.559564 -0.128 -0.037 -0.036
H -0.596898 4.871674 -3.172057 0.013 -0.013 -0.010
H 0.391852 4.993076 -1.718625 -0.106 0.053 -0.029
H -1.357086 5.185709 -1.619082 -0.045 0.003 -0.004
H -2.161588 2.739731 -3.973137 -0.004 -0.003 0.011
H -3.237903 3.086876 -2.618402 -0.004 0.029 0.022
H -2.708487 1.439887 -2.913546 -0.038 -0.125 -0.016
H -2.414028 4.460573 0.393240 0.072 0.054 -0.007
H -4.825656 4.864502 0.329039 -0.007 -0.004 -0.002
H -6.369927 2.927939 -0.160272 0.000 0.000 0.004
H -5.344962 0.691796 -0.441771 0.002 0.057 0.013
H 1.074621 4.981594 0.605032 0.016 -0.028 -0.010
H 0.381564 5.234198 2.200401 0.011 0.007 -0.004
H -0.592789 5.502715 0.759023 -0.054 -0.005 -0.013
H 1.471094 2.845722 3.022512 0.010 -0.010 0.021
H 2.074708 2.269946 1.469452 0.026 0.013 0.022
H 1.066843 1.227487 2.446998 -0.020 0.125 0.001
H -2.459141 3.443103 2.699892 0.003 -0.002 0.020
H -1.014774 3.357730 3.706399 0.015 0.005 0.001
H -1.727200 1.880178 3.066250 0.059 0.049 0.012
N -1.813281 -2.344308 -0.093686 -0.134 -0.237 -0.022
P -2.501970 -0.763033 -0.001257 0.271 0.288 0.193
C -3.816169 -1.197234 -1.192481 0.086 0.002 -0.048
C -5.068838 -1.651841 -0.800671 -0.061 -0.018 -0.054
C -5.993990 -2.061557 -1.756495 -0.011 0.006 0.046
C -5.671039 -2.025980 -3.102631 0.030 -0.010 -0.026
C -4.410124 -1.593386 -3.498180 -0.021 0.010 0.020
C -3.488313 -1.189499 -2.546995 -0.016 0.001 -0.015
C -3.286251 -0.829006 1.690777 -0.048 -0.106 -0.083
C -3.420737 -2.071764 2.319205 0.019 0.028 -0.020
C -3.947302 -2.193952 3.595926 0.020 -0.012 -0.015
C -4.344524 -1.067059 4.297311 0.003 0.021 0.009
C -4.204852 0.175802 3.702688 -0.001 -0.029 -0.006
C -3.690202 0.291536 2.418684 0.053 0.072 0.044
P -0.172462 -2.304100 0.228136 0.083 0.285 0.217
C 0.293875 -3.922234 -0.486075 0.142 0.141 -0.087
C 1.333215 -4.705825 0.012414 0.003 -0.030 0.045
C 1.677959 -5.896460 -0.609022 -0.013 0.000 -0.030
C 0.992992 -6.319366 -1.738987 0.015 -0.016 0.016
C -0.041744 -5.546757 -2.243252 -0.014 0.024 -0.005
C -0.386970 -4.354781 -1.624521 0.029 -0.021 -0.034
C -0.062908 -2.556567 2.036220 -0.026 -0.109 0.045
C -0.022986 -1.400553 2.807205 -0.007 0.148 0.051
C -0.137789 -1.452422 4.188968 0.006 -0.061 -0.006
C -0.280249 -2.679208 4.818852 0.000 0.015 -0.007
C -0.320615 -3.844191 4.062121 -0.014 0.023 -0.016
C -0.221200 -3.783622 2.680520 -0.054 0.009 -0.011
H -2.342701 -3.206449 -0.029561 0.005 -0.016 0.002
H -5.337467 -1.677015 0.248919 0.025 -0.012 0.005
H -6.970546 -2.406175 -1.440784 -0.002 -0.005 -0.005
H -6.392938 -2.341565 -3.844507 -0.007 -0.001 0.004
H -4.144383 -1.572719 -4.547187 -0.007 -0.003 -0.005
H -2.498522 -0.876211 -2.859478 0.020 0.036 0.008
H -3.091826 -2.975111 1.828984 -0.001 -0.019 -0.037
H -4.029107 -3.176244 4.043659 -0.006 0.000 0.002
H -4.747659 -1.155329 5.297901 -0.002 -0.005 0.002
H -4.492138 1.073296 4.235680 0.002 0.002 0.008
H -3.589206 1.285472 2.014176 -0.042 -0.100 0.036
H 1.887410 -4.391397 0.885358 -0.118 -0.083 -0.068
H 2.487413 -6.492634 -0.208155 0.004 -0.002 0.003
H 1.265891 -7.247326 -2.224420 0.001 -0.001 -0.004
H -0.577899 -5.864242 -3.128108 -0.001 -0.003 -0.002
H -1.178964 -3.748498 -2.044813 -0.014 0.014 0.010
H 0.097622 -0.429113 2.331075 -0.044 -0.148 -0.061
H -0.107897 -0.537032 4.765875 -0.001 0.009 0.013
H -0.362749 -2.730046 5.896946 -0.001 0.001 0.000
H -0.438353 -4.803940 4.548921 0.000 0.000 0.010
H -0.286005 -4.698528 2.106117 0.030 -0.021 -0.043
C 2.996099 0.370628 -4.023719 0.057 0.034 -0.065
Si 3.006102 -0.693859 -2.457960 -0.044 0.032 0.100
C 4.731468 -1.456301 -2.393157 0.015 -0.034 -0.026
C 1.922328 -2.144908 -2.952461 -0.153 -0.037 -0.053
Si 2.291768 0.387353 -0.440022 -0.050 0.048 -0.096
Si 3.662752 -0.645346 1.213809 -0.015 0.031 -0.082
C 3.443943 -2.516191 1.319638 -0.016 0.043 0.001
C 5.522796 -0.430172 0.961827 0.004 -0.048 0.058
C 3.343644 -0.037801 2.970584 0.015 -0.057 0.082
Si 3.697239 2.316692 -0.700379 0.056 0.072 0.031
C 5.245711 1.993819 -1.737213 -0.003 -0.025 0.004
C 4.384504 3.103922 0.886536 -0.049 0.010 0.016
C 2.840989 3.762280 -1.552982 0.004 0.064 -0.011
H 3.645690 -0.125145 -4.752075 0.017 0.015 -0.013
H 3.354800 1.391103 -3.897251 -0.017 0.010 -0.021
H 1.996668 0.428015 -4.454879 0.040 -0.056 -0.001
H 4.845196 -2.038211 -3.313805 0.056 0.003 0.006
H 4.859626 -2.141035 -1.554578 -0.020 -0.035 0.035
H 5.533817 -0.720839 -2.359785 0.003 0.015 0.018
H 2.241882 -2.510432 -3.933445 -0.011 0.020 -0.008
H 0.864550 -1.874513 -3.025065 -0.012 -0.021 0.024
H 2.014082 -2.970035 -2.251476 -0.017 -0.136 0.095
H 2.485876 -2.759457 1.785149 0.099 0.053 -0.006
H 4.231267 -2.948054 1.944550 0.014 0.013 0.009
H 3.491052 -2.993294 0.338484 0.016 0.022 0.009
H 5.881904 -0.922941 0.061096 0.018 -0.034 -0.068
H 5.996296 -0.917910 1.820796 0.045 0.004 -0.029
H 5.869368 0.599847 0.940072 -0.032 0.114 0.015
H 2.377518 -0.392068 3.336961 0.069 0.020 0.026
H 3.361650 1.045834 3.072658 0.059 -0.003 0.000
H 4.118887 -0.454521 3.621324 -0.010 -0.023 0.008
H 5.911084 1.263762 -1.282279 0.058 -0.054 0.067
H 5.797177 2.935362 -1.822120 -0.028 0.022 0.019
H 5.019582 1.653426 -2.745630 0.028 -0.004 -0.013
H 4.674411 2.404790 1.668479 0.012 -0.076 0.026
H 3.682702 3.815381 1.325711 -0.033 0.001 -0.009
H 5.277547 3.665413 0.595573 -0.001 0.011 0.021
H 2.787776 3.637751 -2.636709 -0.022 0.040 0.015
H 3.382175 4.690352 -1.347807 0.036 -0.008 0.006
H 1.823452 3.878168 -1.180878 0.132 -0.014 -0.001
```
Positions in Å, forces in eV/Å.

Output
Kohn-Sham gap (alpha / beta), Eh: 0.249 / 0.285
Spin multiplicity: 2
<S²>: 0.882

Results of the Löwdin charge analysis, in e, for atoms 1 through 4: number 1, Co, carries 0.10; number 2, C, carries -0.23; number 3, Si, carries 0.46; number 4, C, carries -0.17